Entry from the OMol25 dataset: a structure of composition C76H52ClF9N4O6PPt (ωB97M-V/def2-TZVPD).

Structure (XYZ):
```
150
Properties=species:S:1:pos:R:3:mulliken_charge:R:1
Pt 0.8655 -0.2160 0.5122 2.51
C 6.8398 6.7904 -3.0293 -0.87
O 6.0022 5.9359 -3.7925 -0.45
C 5.2239 5.0511 -3.1327 0.56
C 4.4315 4.2218 -3.9313 -1.05
C 3.6041 3.2884 -3.3505 -0.30
C 3.5186 3.1522 -1.9606 0.38
C 4.3257 3.9770 -1.1817 -1.07
C 5.1716 4.9193 -1.7475 -0.74
C 2.6494 2.1452 -1.3006 1.11
C 1.8339 2.5796 -0.2579 0.07
C 1.5751 3.9500 0.0707 -1.54
C 0.8656 3.9641 1.2223 -1.47
C 0.6896 2.6021 1.6290 0.50
N 1.2165 1.7720 0.6716 -0.31
C 0.1456 2.2044 2.8510 0.90
C -0.0641 0.8822 3.2024 0.32
C -0.5240 0.4562 4.4887 -1.67
C -0.5875 -0.8914 4.4665 -1.87
C -0.1443 -1.3221 3.1743 0.84
C -0.0328 -2.6613 2.8063 0.88
C -0.4032 -3.7017 3.8018 0.19
C -1.4654 -4.5789 3.5710 -0.10
C -1.7892 -5.5595 4.4825 -1.27
C -1.0430 -5.7007 5.6554 0.73
O -1.4310 -6.6968 6.4838 -0.45
C -0.6617 -6.9328 7.6516 -0.86
C 0.0154 -4.8310 5.9037 -0.75
C 0.3234 -3.8448 4.9757 -0.49
C 0.3916 -3.0726 1.5526 0.34
N 0.8831 -2.2426 0.5658 -0.24
C 1.3008 -3.0613 -0.4524 0.18
C 2.0561 -2.6809 -1.5546 1.14
C 2.5795 -3.7353 -2.4590 -0.04
C 2.2481 -3.7520 -3.8147 0.03
C 2.7657 -4.7050 -4.6629 -0.90
C 3.6545 -5.6664 -4.1755 0.70
O 4.1182 -6.5532 -5.0837 -0.45
C 5.0916 -7.4942 -4.6619 -0.86
C 3.9907 -5.6686 -2.8239 -0.73
C 3.4521 -4.7044 -1.9831 -0.74
C 2.4433 -1.3710 -1.8142 0.78
C 3.4285 -1.0203 -2.7860 -1.90
C 3.6216 0.3138 -2.6952 -1.86
C 2.7264 0.8069 -1.6920 0.63
N 2.0243 -0.2447 -1.1531 -0.38
C 1.0078 -4.4269 -0.1207 -1.33
C 0.4837 -4.4372 1.1198 -1.65
N 0.1412 -0.2234 2.3987 -0.34
C -0.1893 3.2536 3.8472 0.29
C -1.4748 3.3708 4.3817 -0.20
C -1.7729 4.3344 5.3190 -1.16
C -0.7775 5.2062 5.7678 0.75
O -1.1610 6.1098 6.6951 -0.45
C -0.1721 6.9672 7.2427 -0.87
C 0.5096 5.1051 5.2456 -0.82
C 0.7888 4.1311 4.2972 -0.71
H 7.3732 7.4054 -3.7485 0.26
H 7.5565 6.2130 -2.4401 0.35
H 6.2499 7.4317 -2.3698 0.34
H 4.4785 4.3343 -5.0046 0.53
H 3.0035 2.6541 -3.9855 0.68
H 4.3122 3.8715 -0.1047 0.54
H 5.7860 5.5295 -1.1050 0.46
H 1.8893 4.7912 -0.5197 0.87
H 0.4899 4.8166 1.7578 0.88
H -0.7486 1.1096 5.3126 0.63
H -0.9073 -1.5483 5.2549 0.66
H -2.0518 -4.4861 2.6646 0.81
H -2.6194 -6.2296 4.3131 0.49
H -1.0809 -7.8239 8.1101 0.25
H -0.7386 -6.0950 8.3478 0.34
H 0.3863 -7.1110 7.4030 0.35
H 0.5985 -4.9045 6.8083 0.43
H 1.1570 -3.1822 5.1719 0.53
H 1.5494 -3.0199 -4.2010 0.41
H 2.4941 -4.7336 -5.7076 0.49
H 5.4030 -8.0232 -5.5577 0.25
H 4.6666 -8.2047 -3.9491 0.34
H 5.9541 -6.9938 -4.2158 0.35
H 4.6596 -6.4099 -2.4163 0.43
H 3.7267 -4.7087 -0.9356 0.55
H 3.9508 -1.7183 -3.4166 0.60
H 4.3224 0.9090 -3.2492 0.80
H 1.1830 -5.2653 -0.7683 0.78
H 0.1636 -5.2920 1.6871 0.66
H -2.2582 2.7034 4.0448 0.85
H -2.7706 4.4367 5.7198 0.49
H -0.6694 7.5355 8.0239 0.26
H 0.2158 7.6526 6.4851 0.34
H 0.6493 6.3925 7.6772 0.36
H 1.2945 5.7718 5.5645 0.46
H 1.7946 4.0551 3.9035 0.53
F -3.4863 6.3358 0.4276 -0.26
C -4.2827 5.2509 0.4472 0.72
F -4.7956 5.1678 1.6820 -0.27
F -5.2962 5.4961 -0.3922 -0.27
C -3.5205 4.0086 0.0663 0.16
C -3.3927 3.6598 -1.2684 -1.40
C -2.6247 2.5626 -1.6195 0.27
C -1.9997 1.7787 -0.6478 0.35
C -2.2045 2.1077 0.6878 -0.29
C -2.9279 3.2314 1.0487 -1.55
P -1.1882 0.1083 -1.0201 0.85
C -0.3017 0.7919 -2.5346 1.44
C -0.0374 2.1589 -2.6107 -1.08
C 0.4136 2.7515 -3.7827 -0.82
C 0.6643 1.9691 -4.8918 0.04
C 0.5175 0.5901 -4.8111 -1.27
C 0.0494 0.0102 -3.6485 -0.49
C 1.1131 2.5823 -6.1942 0.83
F 2.1659 1.9222 -6.7056 -0.27
F 1.4791 3.8637 -6.0586 -0.27
F 0.1404 2.5397 -7.1179 -0.28
C -2.6545 -0.6122 -0.0645 -0.20
C -2.4866 -1.5630 0.9247 0.80
C -3.5755 -2.0912 1.6080 -1.30
C -4.8523 -1.7003 1.2533 0.20
C -5.0422 -0.7834 0.2234 -1.65
C -3.9542 -0.2253 -0.4154 0.30
C -6.0568 -2.2821 1.9457 0.58
F -6.6732 -3.1932 1.1736 -0.26
F -5.7392 -2.8936 3.0941 -0.28
F -6.9668 -1.3412 2.2330 -0.27
H -3.8861 4.2444 -2.0319 0.51
H -2.5280 2.3133 -2.6678 0.61
H -1.8325 1.4518 1.4602 0.50
H -3.0503 3.4937 2.0873 0.65
H -0.1972 2.7989 -1.7598 0.49
H 0.5820 3.8183 -3.8170 0.51
H 0.7547 -0.0315 -5.6639 0.59
H -0.0612 -1.0591 -3.6210 0.62
H -1.4922 -1.9176 1.1504 -0.21
H -3.4246 -2.8025 2.4088 0.86
H -6.0425 -0.4949 -0.0692 0.52
H -4.1331 0.4999 -1.1949 0.55
Cl -6.8665 -1.9553 -5.0745 -0.20
C -5.4086 -2.1193 -4.1602 0.36
C -4.3782 -1.2111 -4.3582 -1.38
C -3.2214 -1.3335 -3.6096 0.23
C -3.0918 -2.3634 -2.6838 0.77
C -4.1228 -3.2824 -2.5174 -0.96
C -5.2914 -3.1564 -3.2453 -0.79
C -1.8861 -2.5198 -1.8353 -0.55
O -1.5823 -3.5375 -1.2838 -0.54
O -1.0799 -1.4199 -1.7830 0.27
H -4.4893 -0.4220 -5.0872 0.48
H -2.4159 -0.6228 -3.7566 0.76
H -4.0054 -4.0796 -1.7976 0.52
H -6.1073 -3.8508 -3.1117 0.47
```

## Properties
Frontier orbital gap (alpha / beta) ... 5.1 / 5.1 eV
Net charge ... +1
Total energy ... -5417.353101 hartree
Lowest unoccupied orbital energy (alpha / beta) ... -4.5 / -4.5 eV